No. 1
{
  "formula": "C39H31Cl3N3PRu",
  "method": "ωB97M-V/def2-TZVPD",
  "e_tot_ha": -3485.6681,
  "multiplicity": 2,
  "homo_energy_ev": [-10.29, -10.00],
  "orbital_gap_ha": [0.2758, 0.2521],
  "relative_energy_kcal_mol": 4.51,
  "total_charge": 1,
  "elements": ["Ru", "Cl", "C", "Cl", "H", "H", "C", "C", "C", "C", "C", "C", "C", "C", "C", "C", "C", "C", "C", "C", "C", "N", "H", "H", "H", "H", "H", "H", "H", "H", "H", "H", "Cl", "C", "C", "C", "C", "N", "C", "H", "H", "H", "H", "N", "P", "C", "C", "C", "C", "C", "C", "C", "C", "C", "C", "C", "C", "C", "C", "C", "C", "C", "C", "H", "H", "H", "H", "H", "H", "H", "H", "H", "H", "H", "H", "H", "H", "H"],
  "positions_angstrom": [[0.048, 0.103, -0.234], [-1.824, 1.254, 3.074], [-2.176, -0.466, 3.200], [-1.774, -1.347, 1.701], [-3.237, -0.593, 3.377], [-1.581, -0.895, 3.996], [3.316, -0.782, -2.880], [3.157, 0.183, -3.873], [2.108, 1.081, -3.789], [1.223, 1.001, -2.713], [1.409, 0.077, -1.680], [2.470, -0.825, -1.784], [-0.004, 1.793, -2.590], [-0.384, 2.806, -3.509], [-1.569, 3.443, -3.348], [-2.427, 3.079, -2.279], [-3.682, 3.700, -2.071], [-4.474, 3.327, -1.025], [-4.042, 2.308, -0.147], [-2.838, 1.690, -0.330], [-2.002, 2.070, -1.400], [-0.781, 1.448, -1.572], [4.129, -1.494, -2.954], [3.843, 0.226, -4.708], [1.980, 1.824, -4.566], [2.637, -1.551, -0.998], [0.284, 3.066, -4.317], [-1.872, 4.233, -4.025], [-3.999, 4.473, -2.760], [-5.430, 3.806, -0.863], [-4.675, 2.013, 0.679], [-2.517, 0.906, 0.345], [-0.583, -5.346, -0.787], [-0.912, -3.822, -1.515], [-1.572, -3.733, -2.727], [-1.786, -2.472, -3.253], [-1.356, -1.358, -2.558], [-0.735, -1.449, -1.372], [-0.503, -2.669, -0.872], [-1.896, -4.628, -3.242], [-2.283, -2.346, -4.205], [-1.513, -0.370, -2.956], [0.054, -2.728, 0.053], [1.403, 0.161, 1.021], [2.454, 1.310, 1.343], [2.316, 1.799, 3.071], [2.823, 3.021, 3.509], [2.712, 3.378, 4.842], [2.095, 2.517, 5.743], [1.595, 1.298, 5.312], [1.703, 0.938, 3.975], [2.131, 2.850, 0.432], [0.813, 3.317, 0.428], [0.474, 4.480, -0.238], [1.452, 5.200, -0.916], [2.767, 4.768, -0.888], [3.110, 3.605, -0.206], [4.201, 0.914, 1.097], [4.993, 0.566, 2.190], [6.320, 0.202, 2.011], [6.867, 0.181, 0.737], [6.084, 0.517, -0.360], [4.760, 0.881, -0.182], [3.302, 3.696, 2.809], [3.104, 4.327, 5.180], [2.004, 2.801, 6.783], [1.120, 0.628, 6.017], [1.316, -0.009, 3.620], [0.048, 2.779, 0.979], [-0.552, 4.827, -0.227], [1.190, 6.108, -1.445], [3.537, 5.336, -1.394], [4.146, 3.302, -0.173], [4.576, 0.579, 3.189], [6.928, -0.058, 2.868], [7.905, -0.093, 0.598], [6.507, 0.497, -1.357], [4.161, 1.138, -1.046]],
  "atomic_forces_ev_per_a": [[0.38, -0.97, -0.80], [0.02, 0.02, 0.03], [0.02, -0.03, 0.00], [-0.14, 0.12, 0.15], [0.00, -0.02, 0.02], [0.01, 0.02, 0.01], [0.10, -0.04, -0.08], [-0.06, 0.03, 0.06], [0.09, -0.09, -0.02], [-0.32, 0.26, 0.12], [0.37, 0.20, 0.04], [-0.23, 0.03, 0.02], [0.33, -0.01, -0.37], [0.02, -0.08, 0.16], [-0.02, 0.02, 0.01], [-0.15, 0.22, -0.11], [0.15, -0.04, -0.07], [0.01, -0.13, 0.16], [-0.14, 0.14, -0.06], [0.10, -0.03, -0.08], [0.16, -0.11, 0.16], [-0.31, 0.14, 0.34], [0.00, 0.02, 0.01], [0.00, -0.01, 0.00], [-0.03, -0.02, -0.01], [0.03, 0.01, 0.01], [0.01, 0.00, 0.00], [-0.02, -0.02, -0.01], [0.01, 0.01, 0.01], [0.00, -0.01, 0.00], [0.01, 0.00, 0.00], [0.00, 0.03, -0.04], [0.00, 0.00, -0.01], [0.06, -0.01, 0.07], [-0.03, -0.02, -0.06], [0.01, 0.00, -0.01], [-0.04, -0.09, 0.10], [-0.48, -0.31, -0.33], [0.10, -0.03, -0.07], [0.00, 0.01, 0.00], [-0.01, 0.00, 0.00], [0.00, 0.10, 0.03], [-0.04, 0.04, 0.09], [-0.09, 0.78, 0.56], [0.28, 0.09, -0.15], [-0.09, -0.11, 0.12], [0.01, -0.02, -0.02], [0.00, -0.02, 0.03], [0.00, 0.03, 0.00], [0.01, -0.01, -0.03], [0.02, -0.01, 0.02], [-0.08, 0.04, -0.06], [-0.02, 0.01, 0.13], [0.02, 0.02, -0.04], [-0.02, -0.01, 0.01], [0.01, -0.02, 0.01], [0.02, -0.01, -0.01], [0.08, -0.03, 0.07], [-0.01, -0.01, 0.03], [0.00, 0.01, -0.02], [-0.01, 0.00, -0.01], [0.02, 0.00, 0.02], [-0.05, -0.03, -0.04], [-0.01, 0.00, -0.01], [-0.01, 0.00, 0.00], [0.01, 0.00, 0.00], [0.00, 0.00, 0.00], [-0.02, 0.01, -0.01], [0.01, -0.04, -0.05], [0.01, 0.00, 0.01], [0.00, 0.00, 0.00], [0.00, 0.01, 0.01], [0.00, -0.02, -0.02], [0.01, 0.02, -0.01], [-0.01, -0.01, 0.00], [-0.01, -0.01, 0.00], [0.00, 0.01, 0.00], [-0.02, -0.01, 0.00]]
}


No. 2
{
  "formula": "C39H31ClMgN3O4P",
  "method": "ωB97M-V/def2-TZVPD",
  "e_tot_ha": -2971.9447,
  "multiplicity": 1,
  "homo_energy_ev": -2.02,
  "orbital_gap_ha": 0.2311,
  "relative_energy_kcal_mol": 15.08,
  "total_charge": -2,
  "elements": ["Mg", "O", "C", "C", "C", "C", "C", "C", "C", "N", "N", "C", "O", "C", "C", "C", "C", "C", "C", "H", "H", "H", "H", "H", "H", "H", "H", "H", "H", "O", "C", "O", "C", "C", "C", "C", "C", "C", "P", "C", "C", "C", "C", "C", "C", "C", "C", "C", "C", "C", "C", "H", "H", "H", "H", "H", "H", "H", "H", "H", "H", "H", "H", "H", "H", "Cl", "N", "C", "C", "C", "C", "C", "C", "H", "H", "H", "H", "H", "H", "H"],
  "positions_angstrom": [[0.048, -0.294, 0.546], [0.262, -0.648, 2.489], [-0.593, -0.242, 3.365], [-0.873, -1.044, 4.504], [-1.756, -0.654, 5.485], [-2.410, 0.579, 5.413], [-2.146, 1.393, 4.328], [-1.277, 1.021, 3.302], [-0.982, 1.993, 2.253], [-0.442, 1.649, 1.158], [0.045, 2.615, 0.290], [1.108, 2.102, -0.293], [1.632, 0.969, -0.025], [1.772, 2.953, -1.329], [2.913, 2.471, -1.961], [3.550, 3.228, -2.935], [3.051, 4.475, -3.286], [1.907, 4.958, -2.659], [1.271, 4.201, -1.688], [-0.367, -2.001, 4.555], [-1.944, -1.317, 6.324], [-3.105, 0.889, 6.184], [-2.630, 2.363, 4.254], [-1.147, 3.056, 2.462], [3.274, 1.491, -1.677], [4.434, 2.840, -3.428], [3.544, 5.064, -4.051], [1.506, 5.925, -2.938], [0.373, 4.550, -1.196], [-0.707, 0.206, -3.669], [-0.229, -0.500, -2.766], [-0.221, -0.248, -1.545], [0.383, -1.846, -3.197], [0.247, -2.182, -4.542], [0.717, -3.384, -5.043], [1.334, -4.283, -4.188], [1.478, -3.962, -2.848], [1.019, -2.747, -2.330], [1.328, -2.368, -0.548], [3.114, -1.948, -0.556], [3.604, -1.404, 0.632], [4.927, -1.010, 0.734], [5.775, -1.128, -0.360], [5.290, -1.643, -1.553], [3.966, -2.054, -1.649], [1.351, -4.056, 0.176], [2.502, -4.759, 0.517], [2.413, -6.020, 1.093], [1.169, -6.586, 1.334], [0.016, -5.880, 1.011], [0.101, -4.617, 0.446], [-0.252, -1.460, -5.173], [0.594, -3.624, -6.093], [1.700, -5.233, -4.558], [1.959, -4.672, -2.189], [2.930, -1.264, 1.470], [5.289, -0.578, 1.659], [6.805, -0.797, -0.289], [5.940, -1.718, -2.417], [3.593, -2.442, -2.588], [3.475, -4.317, 0.328], [3.317, -6.557, 1.355], [1.098, -7.569, 1.786], [-0.958, -6.305, 1.219], [-0.795, -4.034, 0.239], [-2.131, -1.616, 0.468], [-3.115, 0.706, -1.789], [-4.399, 1.088, -1.946], [-4.797, 1.919, -3.012], [-6.113, 2.320, -3.148], [-7.088, 1.918, -2.240], [-6.702, 1.096, -1.183], [-5.393, 0.684, -1.031], [-2.876, -0.007, -1.106], [-2.428, 0.886, -2.512], [-4.046, 2.238, -3.726], [-6.385, 2.961, -3.980], [-8.117, 2.237, -2.350], [-7.443, 0.769, -0.460], [-5.101, 0.047, -0.204]],
  "atomic_forces_ev_per_a": [[-0.45, -0.07, -0.42], [0.03, -0.07, 0.05], [0.04, 0.03, -0.01], [0.00, -0.01, 0.02], [-0.02, 0.04, 0.00], [0.00, -0.04, 0.04], [0.00, 0.02, -0.03], [0.00, -0.03, -0.02], [0.01, 0.07, 0.09], [-0.06, 0.07, -0.08], [-0.03, 0.01, 0.04], [0.03, -0.04, 0.24], [0.13, -0.01, -0.13], [0.03, 0.01, -0.03], [0.01, 0.02, -0.01], [-0.01, 0.00, 0.00], [-0.01, 0.01, 0.00], [0.03, 0.00, -0.02], [-0.01, -0.02, 0.02], [0.00, 0.00, -0.01], [0.00, 0.00, 0.01], [0.00, 0.00, 0.01], [0.00, 0.00, 0.00], [0.02, -0.02, 0.00], [0.00, -0.01, 0.01], [0.01, -0.01, 0.00], [0.00, 0.00, 0.00], [0.00, 0.01, 0.00], [0.00, 0.01, 0.00], [-0.03, -0.04, -0.03], [-0.06, 0.02, -0.19], [0.09, 0.11, 0.33], [0.00, 0.03, 0.07], [0.01, -0.06, -0.05], [-0.03, 0.06, -0.02], [0.03, -0.06, 0.05], [-0.01, 0.01, 0.01], [-0.06, 0.01, 0.01], [0.19, -0.09, -0.07], [-0.02, 0.06, -0.05], [-0.01, -0.01, 0.02], [0.04, 0.01, -0.02], [0.00, 0.00, -0.01], [0.03, 0.01, 0.02], [-0.03, -0.02, -0.03], [0.01, 0.09, -0.01], [0.06, 0.01, -0.06], [-0.03, -0.01, 0.01], [0.00, 0.02, -0.01], [-0.01, -0.01, 0.01], [-0.05, 0.04, 0.02], [-0.01, 0.03, 0.01], [0.00, 0.01, 0.00], [0.01, -0.01, 0.01], [0.02, -0.03, 0.05], [-0.02, 0.02, 0.03], [0.00, 0.00, 0.01], [0.01, 0.00, 0.00], [0.00, 0.00, 0.00], [0.00, 0.01, 0.01], [-0.04, -0.04, 0.02], [0.00, 0.00, 0.00], [0.00, 0.00, 0.00], [-0.01, -0.01, 0.01], [0.06, -0.07, 0.03], [0.05, -0.04, 0.08], [-0.04, -0.03, -0.08], [0.00, -0.01, -0.01], [0.02, 0.00, 0.00], [-0.02, 0.00, 0.01], [-0.01, 0.01, -0.01], [-0.01, 0.00, 0.00], [0.00, 0.00, 0.01], [0.10, 0.09, -0.01], [0.05, -0.09, 0.11], [0.00, 0.01, -0.01], [0.01, 0.00, -0.01], [0.00, 0.00, 0.00], [0.01, 0.00, 0.00], [0.00, -0.01, 0.01]]
}


No. 3
{
  "formula": "C39H31FeN3P2Si",
  "method": "ωB97M-V/def2-TZVPD",
  "e_tot_ha": -3904.7341,
  "multiplicity": 2,
  "homo_energy_ev": [-11.19, -11.34],
  "orbital_gap_ha": [0.2664, 0.2933],
  "relative_energy_kcal_mol": 0.00,
  "total_charge": 1,
  "elements": ["Fe", "C", "Si", "C", "C", "C", "C", "C", "C", "P", "C", "C", "C", "C", "C", "C", "C", "C", "C", "C", "C", "C", "C", "C", "C", "C", "C", "C", "P", "C", "C", "C", "C", "C", "C", "C", "C", "C", "C", "C", "C", "H", "H", "H", "H", "H", "H", "H", "H", "H", "H", "H", "H", "H", "H", "H", "H", "H", "H", "H", "H", "H", "H", "H", "H", "H", "H", "H", "H", "H", "H", "H", "N", "C", "N", "C", "N"],
  "positions_angstrom": [[0.271, -0.795, 0.993], [-1.190, 1.480, 3.261], [-0.488, 1.321, 1.544], [-1.845, 1.586, 0.255], [-2.186, 2.799, -0.341], [-3.267, 2.871, -1.208], [-4.027, 1.740, -1.491], [-3.709, 0.524, -0.908], [-2.608, 0.454, -0.058], [-2.030, -1.038, 0.769], [-1.098, -2.073, -0.410], [-0.296, -3.061, 0.196], [0.503, -3.892, -0.580], [0.484, -3.760, -1.960], [-0.308, -2.791, -2.565], [-1.075, -1.931, -1.799], [-3.488, -2.018, 1.203], [-3.701, -3.309, 0.729], [-4.858, -3.988, 1.086], [-5.795, -3.386, 1.912], [-5.582, -2.099, 2.389], [-4.430, -1.416, 2.040], [0.960, 2.477, 1.309], [1.102, 3.707, 1.951], [2.245, 4.469, 1.755], [3.259, 4.013, 0.922], [3.135, 2.793, 0.276], [1.987, 2.034, 0.473], [1.684, 0.443, -0.329], [1.166, 0.864, -2.019], [1.343, -0.053, -3.056], [0.894, 0.242, -4.332], [0.258, 1.452, -4.584], [0.089, 2.371, -3.560], [0.547, 2.082, -2.283], [3.283, -0.391, -0.515], [4.170, -0.048, -1.536], [5.410, -0.660, -1.612], [5.773, -1.618, -0.675], [4.897, -1.965, 0.342], [3.654, -1.355, 0.422], [-1.677, 2.452, 3.377], [-0.402, 1.409, 4.010], [-1.931, 0.707, 3.469], [-1.617, 3.695, -0.118], [-3.533, 3.819, -1.659], [-4.873, 1.812, -2.163], [-4.306, -0.357, -1.111], [-0.350, -3.207, 1.276], [1.117, -4.647, -0.107], [1.095, -4.413, -2.570], [-0.312, -2.693, -3.642], [-1.663, -1.154, -2.273], [-2.981, -3.785, 0.076], [-5.027, -4.990, 0.714], [-6.694, -3.921, 2.186], [-6.312, -1.630, 3.035], [-4.265, -0.411, 2.412], [0.332, 4.065, 2.625], [2.355, 5.416, 2.267], [4.154, 4.606, 0.789], [3.935, 2.430, -0.358], [1.851, -0.990, -2.866], [1.050, -0.466, -5.137], [-0.090, 1.682, -5.582], [-0.390, 3.321, -3.757], [0.434, 2.813, -1.493], [3.890, 0.694, -2.273], [6.096, -0.388, -2.404], [6.743, -2.094, -0.739], [5.181, -2.707, 1.077], [2.981, -1.621, 1.227], [1.128, -0.533, 2.632], [1.891, -0.094, 3.419], [2.755, 0.346, 4.218], [2.319, 1.066, 5.263], [1.985, 1.692, 6.172]],
  "atomic_forces_ev_per_a": [[-0.13, -0.28, 0.29], [0.02, 0.04, -0.02], [-0.19, 0.07, 0.08], [-0.02, -0.02, 0.03], [-0.03, -0.02, 0.02], [0.00, 0.01, 0.00], [-0.01, 0.00, -0.01], [0.03, -0.02, -0.01], [-0.02, 0.06, 0.05], [0.00, -0.10, -0.50], [-0.05, 0.05, -0.01], [0.03, 0.14, -0.09], [-0.02, -0.03, 0.02], [0.03, -0.03, 0.03], [-0.03, 0.03, -0.03], [-0.07, 0.05, -0.01], [0.09, 0.09, 0.24], [0.00, 0.02, 0.00], [0.01, -0.01, 0.00], [-0.01, -0.01, 0.00], [0.01, 0.01, 0.01], [0.03, 0.00, 0.00], [0.03, -0.04, 0.00], [-0.04, -0.03, 0.00], [-0.01, 0.01, 0.01], [0.01, 0.02, 0.01], [-0.02, -0.03, -0.01], [0.08, 0.05, 0.00], [0.10, -0.07, -0.14], [0.04, -0.03, -0.02], [-0.01, 0.01, 0.02], [0.00, 0.01, 0.00], [0.00, 0.00, 0.00], [0.00, 0.00, 0.00], [0.00, -0.01, 0.02], [0.01, 0.00, 0.01], [0.00, 0.01, 0.02], [0.00, 0.00, -0.01], [0.01, 0.00, 0.01], [-0.01, 0.00, -0.01], [0.00, 0.00, -0.02], [-0.01, 0.00, -0.03], [-0.04, 0.02, 0.04], [0.00, 0.00, 0.01], [0.00, 0.00, -0.01], [0.00, 0.00, 0.00], [0.00, 0.00, 0.00], [0.00, 0.00, 0.00], [0.04, -0.03, -0.01], [0.01, 0.00, -0.01], [0.00, -0.01, 0.00], [0.00, 0.00, 0.00], [0.00, 0.00, 0.01], [0.00, 0.00, -0.01], [0.00, 0.00, 0.00], [0.00, 0.00, 0.00], [0.00, 0.00, 0.00], [-0.02, 0.00, 0.00], [0.01, 0.01, 0.01], [0.00, 0.00, 0.00], [0.00, -0.01, 0.00], [0.01, 0.01, 0.00], [-0.01, 0.00, -0.01], [0.00, 0.00, 0.00], [0.00, 0.00, 0.00], [0.00, 0.00, 0.00], [0.00, 0.01, -0.01], [0.01, 0.00, 0.00], [0.00, 0.00, 0.00], [0.00, 0.00, 0.00], [0.00, 0.00, 0.00], [0.00, -0.01, 0.01], [0.13, -0.19, 0.00], [0.16, 0.26, 0.05], [-0.32, 0.01, 0.05], [0.15, -0.07, -0.03], [0.00, 0.04, -0.02]]
}


- Which formula does entry 3 have?
  C39H31FeN3P2Si